# C6H9NO

2 unconnected molecules or ions with the total composition C6H9NO (ωB97M-V/def2-TZVPD, the Open Molecules 2025 dataset).

As for the net charge: +1. The frontier orbital gap (spin up / spin down) is 10.3 / 7.2 eV. For the HOMO energy (spin up / spin down), the calculation gives -14.203 / -14.822 eV. The calculation puts the largest force on an atom at 0.0897 Eh/bohr. Its multiplicity is 2. The calculation puts the energy relative to the best compared isomer or geometry (same formula, charge and spin) at 82.97 kJ/mol.

Cartesian coordinates (Å):
N  0.81978  -1.93852  0.92724
C  0.42104  -0.91165  0.16344
C  -0.97439  -0.72445  -0.21742
C  -1.35230  0.35991  -0.95625
C  -0.38619  1.20237  -1.57375
C  0.90286  1.09588  -1.05504
C  1.38591  -0.02166  -0.36226
H  1.68955  -1.96606  1.44797
H  0.12270  -2.61104  1.22845
H  -1.73785  -1.36373  0.21191
H  -2.40938  0.58834  -1.18718
H  -0.64021  2.06455  -2.22776
H  1.69328  1.61578  -1.70969
H  2.44886  0.05441  -0.05434
H  -0.57226  1.28511  1.15126
H  -0.89222  0.19130  2.12285
O  -0.51918  1.07945  2.09056